Entry 1:
115
Properties=species:S:1:pos:R:3 method="wB97M-V/def2-TZVPD" e_homo_ev="-8.0147 / -8.2087" s_squared=0.755 multiplicity=2 lumo_ev="-0.608 / -0.237" relative_energy_kcal_mol=4.2 charge=0 orbital_gap_ev="7.4 / 8.0" e_tot_ev=-89650.5947
W 0.973 -0.422 -0.673
S 3.151 -0.848 -1.968
S 1.953 -2.621 0.462
P 3.523 -2.388 -0.743
F 0.438 -1.923 -1.776
O 0.077 -0.364 1.071
O 4.892 -2.142 -0.017
O 3.849 -3.713 -1.562
O 0.882 1.486 -0.971
N 3.390 0.647 1.335
N 0.519 -0.051 -3.660
N -1.302 -0.083 -1.170
C -1.497 -2.883 3.151
C -0.711 -1.790 2.826
C 2.561 0.268 0.626
C 5.137 -2.269 1.404
C -0.359 4.891 -1.221
C -0.233 0.434 3.905
C -1.875 1.024 -0.349
C 2.071 4.142 -1.202
C -2.719 5.889 -1.133
C 2.645 3.887 0.199
C 5.882 -3.552 1.683
C 0.111 -1.065 3.900
C -2.179 3.453 -0.745
C -0.211 -1.601 5.300
C 0.049 2.559 -0.921
C -3.467 6.038 0.199
C -1.672 0.238 -2.582
C 2.366 5.603 -1.561
C -1.991 -1.341 -0.788
C -4.017 -4.383 3.921
C 0.566 3.848 -1.147
C 0.671 1.305 -4.177
C -1.727 4.732 -1.034
C -1.312 2.374 -0.683
C -2.033 7.218 -1.450
C -1.695 -1.882 0.598
C 1.615 -1.252 3.671
C 2.807 3.278 -2.232
C -3.730 5.592 -2.250
C -0.760 -1.348 1.485
C 2.823 -4.296 -2.401
C -2.360 -3.518 2.253
C -3.149 -4.744 2.708
C -0.878 -0.467 -3.649
C -2.470 -2.973 0.991
C 2.408 -5.630 -1.830
C 1.259 -0.972 -4.519
C -2.162 -5.853 3.100
C -4.063 -5.279 1.607
H 0.041 0.918 2.971
H 0.101 -2.640 5.427
H -1.302 0.581 4.082
H 1.872 -2.315 3.663
H -2.735 -0.002 -2.704
H -3.069 -1.148 -0.851
H 1.682 -6.101 -2.496
H -4.720 -3.585 3.671
H -1.453 -3.259 4.163
H 3.273 -4.402 -3.389
H 0.015 5.881 -1.421
H 2.493 2.862 0.522
H -4.285 4.673 -2.054
H 6.103 -3.622 2.749
H 2.433 3.478 -3.239
H 5.710 -1.385 1.673
H -2.769 6.249 1.012
H 1.730 1.543 -4.236
H -3.224 5.482 -3.211
H 1.235 -1.971 -4.087
H -1.577 1.312 -2.712
H -4.599 -6.157 1.973
H -3.171 -3.380 0.272
H -1.719 0.789 0.698
H 3.722 4.076 0.201
H 1.948 -5.500 -0.850
H -2.955 1.035 -0.531
H 1.967 6.300 -0.822
H -4.184 6.860 0.140
H 3.269 -6.292 -1.733
H 3.449 5.740 -1.585
H -1.275 -1.524 5.534
H -4.806 -4.539 1.303
H 0.234 1.401 -5.183
H -3.494 -5.581 0.724
H 0.821 -1.002 -5.528
H 6.822 -3.580 1.131
H -3.235 3.271 -0.574
H 2.297 -0.659 -4.601
H 2.178 4.554 0.926
H -1.504 7.182 -2.404
H -2.785 8.006 -1.515
H 4.183 -2.227 1.930
H 0.313 0.927 4.712
H -1.502 -5.534 3.908
H -3.414 -4.047 4.765
H 2.714 2.215 -2.021
H -0.917 -1.545 -3.520
H -1.322 7.501 -0.671
H 0.337 -1.007 6.033
H 3.870 3.530 -2.214
H -4.016 5.131 0.455
H 2.166 -0.772 4.485
H 5.285 -4.418 1.395
H -4.590 -5.254 4.246
H 0.208 2.038 -3.520
H -1.357 -0.237 -4.616
H -2.704 -6.740 3.436
H 1.976 -3.613 -2.469
H 1.976 5.874 -2.545
H -4.452 6.408 -2.334
H -1.538 -6.133 2.249
H -1.746 -2.095 -1.533
H 1.951 -0.807 2.740

Entry 2:
142
Properties=species:S:1:pos:R:3 method="wB97M-V/def2-TZVPD" e_homo_ev=-9.6270 multiplicity=1 lumo_ev=-0.154 relative_energy_kcal_mol=38.6 charge=0 orbital_gap_ev=9.5 e_tot_ev=-121328.0510
O -0.362 1.222 -1.060
O -0.931 -3.401 -1.336
O -5.078 2.005 -4.110
O -3.355 2.876 -2.905
O -3.226 2.825 -5.071
O -3.331 3.805 0.163
O -2.113 6.609 4.239
O -0.678 2.765 0.661
O -2.883 -0.760 -5.616
O -5.113 4.888 -0.764
O -2.714 -1.416 -3.583
O 0.095 -3.176 3.331
O -1.006 -5.518 -0.613
O -1.102 4.683 4.323
O -0.172 0.597 0.941
O -0.813 -0.809 -4.713
O 4.609 2.199 2.250
O 4.800 -1.447 -4.008
O 1.985 -3.482 4.328
O 1.446 0.421 3.806
O 0.203 1.302 5.357
O 1.715 -0.378 6.035
O 5.358 1.073 -1.578
O -0.628 -5.151 -2.693
O 2.667 -1.400 -3.325
O 3.647 3.057 4.213
O -3.670 -2.767 -0.340
O -1.019 6.120 6.167
O 0.864 -5.306 3.647
O -3.827 6.071 0.428
O 2.916 3.484 2.137
O 3.209 1.693 -1.979
O 3.578 -3.337 -3.771
O 2.136 -3.392 0.605
O 4.286 -3.282 -0.239
O 4.613 1.620 -3.643
O -3.340 -0.657 -0.353
O -5.362 -1.506 -0.988
O 3.081 -1.374 -0.086
C -4.073 -1.116 -3.755
C -4.003 4.836 -0.092
C -2.173 3.610 -3.164
C 2.737 1.886 -0.659
C -4.185 -1.069 -5.251
C -0.886 -6.503 -2.649
C -1.310 5.885 4.982
C -2.707 5.841 3.213
C 3.776 2.974 2.990
C -3.780 0.719 -0.559
C -1.065 -6.845 -1.211
C 4.468 1.426 -2.354
C 3.822 -2.043 -3.636
C 1.636 -2.394 -3.250
C -5.511 6.199 -0.985
C -0.355 1.344 6.653
C 5.903 1.672 -4.240
C 1.150 0.418 5.211
C 2.299 -3.690 -3.211
C -4.825 6.936 -0.016
C -4.392 -3.913 -0.643
C 2.230 -4.821 0.847
C -2.098 3.525 -4.694
C 0.927 -4.054 3.791
C 5.595 1.536 3.004
C -0.845 -3.621 2.270
C -4.023 2.554 -4.070
C 5.500 -2.644 -0.461
C -0.877 -4.584 -1.537
C -1.685 4.746 3.026
C 1.635 3.827 2.585
C -0.126 -0.598 0.186
C 2.374 -0.518 3.315
C 3.137 -2.574 0.131
C -4.192 -1.633 -0.566
C -0.428 1.621 0.228
C -2.053 -0.948 -4.620
C -0.002 -0.094 -1.212
C 2.809 -4.204 5.267
H 5.079 0.813 3.636
H 6.684 1.809 -3.491
H -3.718 5.593 3.537
H 0.982 -0.219 -1.663
H 1.717 -4.502 -3.646
H 0.979 -2.350 -2.381
H 3.282 -5.023 4.727
H -1.237 2.966 -5.062
H -3.678 1.213 0.407
H 3.572 -3.561 5.705
H 2.135 2.790 -0.748
H -0.944 4.860 2.236
H 5.960 -1.990 0.280
H -0.750 -4.693 2.097
H 2.928 -4.995 1.666
H 2.898 -0.066 2.472
H -1.822 -6.746 -3.152
H -1.867 -3.610 2.649
H -0.197 -7.444 -0.936
H -3.668 -4.718 -0.771
H 6.198 0.997 2.274
H -0.834 -2.970 1.396
H 6.001 0.782 -4.862
H 1.914 -1.332 2.755
H -4.438 -0.234 -3.229
H -5.453 7.150 0.848
H 1.056 -2.404 -4.172
H 0.465 1.646 7.305
H -5.343 6.613 -1.979
H -1.245 3.184 -2.782
H 6.234 -3.448 -0.521
H 1.687 4.500 3.441
H -5.079 -4.238 0.138
H -0.117 -7.127 -3.104
H -2.097 4.541 -5.089
H -0.979 2.217 6.844
H -4.797 -3.924 -1.654
H 3.121 -0.917 4.002
H -1.943 -7.474 -1.066
H -4.864 -0.271 -5.548
H 0.706 -1.166 0.602
H -4.559 7.925 -0.389
H 2.734 -5.292 0.004
H 5.426 -2.162 -1.436
H 5.930 2.555 -4.878
H -4.687 0.814 -1.156
H 1.244 -5.259 1.005
H -6.570 6.165 -0.728
H -2.332 3.882 2.871
H -4.425 -2.068 -5.615
H 2.184 -4.503 6.109
H 1.232 2.917 3.030
H -0.762 -0.701 -1.705
H -1.018 -1.224 0.179
H -0.768 0.424 7.066
H -2.794 6.556 2.395
H -2.961 1.164 -1.124
H 2.492 -3.993 -2.182
H 6.175 2.305 3.516
H 3.556 1.997 0.052
H -4.523 -2.067 -3.469
H 2.176 1.017 -0.315
H -2.187 4.661 -2.875
H 1.021 4.191 1.761

Entry 3:
127
Properties=species:S:1:pos:R:3 method="wB97M-V/def2-TZVPD" e_homo_ev=-4.7913 multiplicity=1 lumo_ev=1.715 charge=-1 orbital_gap_ev=6.5 e_tot_ev=-93245.4286
I -3.755 1.775 4.079
F -2.591 1.922 -2.575
F -4.019 3.742 -1.911
F -1.860 4.180 -2.824
O 0.395 -7.132 -2.678
O 3.406 5.115 -5.030
O 0.422 2.909 4.955
O 0.007 -2.956 2.972
O 1.285 -4.851 2.840
O 1.469 5.807 -5.953
O -0.840 3.722 6.683
O -4.069 -5.088 -6.615
O -1.731 -6.598 -3.340
O -0.178 -4.973 -3.183
O -2.270 2.986 1.949
O -3.395 -6.905 -7.835
O 0.047 5.155 5.188
O 3.263 7.229 -5.899
O -4.110 -7.194 -5.717
O 0.972 -3.862 4.841
O -2.059 1.742 -0.068
C -3.068 -8.230 -7.452
C 2.086 -2.037 0.504
C -5.086 -1.120 2.739
C -1.529 -2.988 -3.441
C 0.691 -3.813 3.504
C 1.368 4.407 -5.747
C -0.414 3.815 -0.187
C -3.594 -0.704 2.115
C 2.723 3.618 1.586
C 2.187 -5.447 3.756
C 1.965 -2.561 -1.056
C 2.411 4.163 -4.699
C -2.403 -5.355 -3.445
C -2.589 3.264 -1.915
C -1.300 -4.427 -3.857
C -3.586 0.933 2.019
C -2.971 3.717 0.841
C -0.077 3.843 5.556
C 2.550 -5.058 6.222
C 1.219 5.775 0.811
C 3.993 -0.896 2.064
C -0.996 5.031 7.204
C -0.883 5.880 5.974
C -3.255 -9.186 -8.612
C -3.873 -6.287 -6.714
C 5.294 2.913 0.951
C -4.012 -8.476 -6.313
C -0.352 5.229 0.640
C 1.884 4.955 2.106
C 2.758 6.148 -5.652
C 4.301 4.146 1.415
C -2.324 5.171 7.919
C -0.429 -6.308 -3.036
C 1.558 -5.131 5.079
C -0.033 4.028 -5.310
C 5.160 1.585 1.940
C 3.642 -2.157 1.037
C -1.944 3.206 -0.377
C 4.380 0.386 1.117
B -2.215 1.589 1.392
H 2.604 5.705 2.687
H 3.352 -4.344 6.005
H 0.753 -5.835 5.322
H 1.048 4.645 2.899
H -4.502 1.281 1.380
H -1.704 -2.911 -2.362
H -2.837 -5.113 -2.469
H 4.884 -1.178 2.800
H -3.203 -5.410 -4.189
H -2.629 -8.884 -9.459
H -1.046 6.029 0.104
H 2.989 -0.644 2.641
H 1.380 -2.744 1.141
H -1.106 -4.483 -4.935
H -3.623 -9.206 -5.598
H 1.695 -1.624 -1.734
H 2.267 -6.522 3.577
H -0.762 5.155 1.757
H -4.953 -1.432 3.860
H -3.486 -1.243 1.076
H -4.110 3.394 0.699
H 5.059 2.507 -0.142
H -2.446 6.176 8.335
H 0.241 2.972 0.337
H 0.133 4.016 -1.228
H -3.161 4.967 7.242
H -0.308 4.535 -4.378
H -5.766 -0.139 2.750
H 6.221 1.163 2.268
H -2.992 -10.210 -8.328
H -2.386 -2.556 -3.967
H 4.261 4.894 0.488
H -0.170 5.218 7.901
H 6.437 3.252 0.908
H 3.865 -3.202 1.524
H -0.507 6.884 6.191
H 2.997 -6.037 6.421
H -0.642 -2.384 -3.657
H 2.064 4.365 -3.679
H 3.007 -2.960 -1.418
H 3.173 -4.987 3.618
H -1.197 1.045 1.707
H -5.013 -8.786 -6.632
H 2.056 -4.705 7.133
H 2.621 2.733 2.352
H -4.290 -9.176 -8.971
H 2.818 3.148 -4.742
H 1.165 -3.433 -1.179
H -2.397 4.442 8.733
H 3.390 0.891 0.683
H -3.101 4.888 0.982
H 1.116 6.894 1.182
H 2.387 3.320 0.492
H 4.327 -1.980 0.086
H 5.098 0.066 0.223
H -2.023 -8.238 -7.120
H -2.745 -1.152 2.823
H -0.122 2.948 -5.161
H 4.533 1.840 2.901
H 1.618 3.908 -6.690
H 1.852 5.657 -0.168
H -5.655 -1.899 2.075
H -1.820 5.963 5.411
H -0.764 4.342 -6.063
H 1.765 -0.906 0.632
H 4.662 4.729 2.365